Here is a structure of composition C34H79Br3N6O23P2 from the Open Molecules 2025 dataset. Energies are from ωB97M-V with the def2-TZVPD basis set.

Calculated values
Electronic energy, eV: -321274.116

Cartesian coordinates (Å):
C: 4.95 -4.18 0.21
Br: 6.02 -2.51 0.14
Br: 5.30 -5.36 1.73
Br: 4.95 -5.16 -1.48
H: 3.93 -3.83 0.25
O: -0.19 -4.15 3.73
P: -0.21 -4.87 2.45
N: -1.75 -5.29 1.96
C: -1.96 -6.41 1.04
C: -2.90 -4.42 2.21
N: 0.71 -6.30 2.53
C: 0.93 -6.98 3.79
C: 1.50 -6.73 1.39
N: 0.46 -4.03 1.12
C: 1.77 -3.47 1.29
C: -0.29 -3.67 -0.10
H: -1.24 -7.18 1.30
H: -1.81 -6.00 0.03
H: -2.95 -6.85 1.10
H: -2.97 -3.75 1.35
H: -2.77 -3.89 3.14
H: -3.81 -5.02 2.14
H: 1.06 -8.05 3.63
H: 1.81 -6.65 4.36
H: 0.11 -6.82 4.48
H: 1.65 -7.80 1.29
H: 1.05 -6.34 0.48
H: 2.49 -6.26 1.45
H: 2.40 -4.05 1.97
H: 2.25 -3.35 0.31
H: 1.72 -2.48 1.76
H: -0.10 -2.64 -0.38
H: -1.35 -3.75 0.15
H: 0.00 -4.37 -0.88
O: -3.83 1.77 1.87
P: -3.50 1.49 3.28
N: -3.41 2.85 4.29
C: -2.48 2.97 5.41
C: -4.50 3.82 4.24
N: -2.06 0.67 3.49
C: -0.85 1.36 3.08
C: -2.03 -0.78 3.42
N: -4.64 0.51 4.05
C: -4.76 0.43 5.52
C: -5.54 -0.42 3.38
H: -1.43 2.88 5.13
H: -2.76 2.29 6.22
H: -2.70 3.93 5.87
H: -4.09 4.82 4.40
H: -5.18 3.60 5.07
H: -4.98 3.92 3.27
H: -0.69 1.25 2.00
H: -0.82 2.43 3.28
H: 0.04 0.96 3.57
H: -0.99 -1.07 3.28
H: -2.51 -1.17 4.33
H: -2.66 -1.18 2.62
H: -4.86 1.44 5.93
H: -5.63 -0.14 5.81
H: -3.80 0.10 5.95
H: -6.54 -0.39 3.83
H: -5.24 -1.47 3.48
H: -5.54 -0.21 2.31
C: 5.03 3.29 -0.05
O: 4.28 2.88 -1.19
C: 2.98 3.14 -1.18
O: 2.33 3.67 -0.33
O: 2.47 2.53 -2.27
C: 1.07 2.57 -2.41
H: 4.68 4.16 0.50
H: 6.03 3.55 -0.39
H: 4.98 2.45 0.64
H: 0.68 3.58 -2.33
H: 0.54 1.84 -1.79
H: 0.74 2.23 -3.39
C: 6.05 0.47 -2.19
O: 6.51 0.75 -3.51
C: 7.14 1.89 -3.71
O: 7.57 2.61 -2.83
O: 7.33 2.05 -5.00
C: 8.01 3.19 -5.47
H: 6.58 1.06 -1.44
H: 6.31 -0.58 -2.08
H: 4.97 0.60 -2.09
H: 7.27 3.99 -5.52
H: 8.43 2.99 -6.46
H: 8.78 3.53 -4.78
C: -2.28 -2.13 -2.42
O: -3.14 -2.09 -3.56
C: -2.57 -1.82 -4.72
O: -1.40 -1.60 -4.91
O: -3.59 -1.66 -5.60
C: -3.24 -1.01 -6.82
H: -2.86 -2.42 -1.55
H: -1.78 -1.18 -2.19
H: -1.45 -2.82 -2.59
H: -3.91 -1.33 -7.61
H: -2.22 -1.29 -7.09
H: -3.36 0.06 -6.61
C: 3.15 -0.49 0.08
O: 2.08 -0.02 0.91
C: 0.85 -0.10 0.37
O: 0.60 -0.65 -0.68
O: 0.01 0.48 1.19
C: -1.35 0.56 0.70
H: 3.77 -1.11 0.71
H: 3.87 0.30 -0.14
H: 2.83 -0.91 -0.87
H: -2.09 0.97 1.37
H: -1.67 -0.46 0.46
H: -1.29 1.09 -0.25
C: 6.59 -2.39 -4.03
O: 5.35 -2.47 -3.35
C: 4.22 -2.46 -4.05
O: 4.18 -2.49 -5.25
O: 3.23 -2.34 -3.18
C: 1.93 -1.91 -3.51
H: 6.68 -1.56 -4.72
H: 6.87 -3.29 -4.59
H: 7.36 -2.31 -3.26
H: 1.99 -0.86 -3.79
H: 1.33 -1.80 -2.60
H: 1.35 -2.51 -4.21
C: -4.12 1.20 -1.24
O: -4.34 2.60 -1.40
C: -3.32 3.42 -1.47
O: -2.22 3.21 -1.04
O: -3.69 4.54 -2.12
C: -2.61 5.36 -2.54
H: -3.17 0.82 -1.61
H: -4.96 0.70 -1.72
H: -4.02 0.96 -0.18
H: -2.94 6.36 -2.83
H: -2.06 4.95 -3.39
H: -1.94 5.56 -1.71
C: -2.65 4.65 0.65
O: -2.44 5.98 0.21
C: -2.91 6.98 0.94
O: -3.48 6.85 2.00
O: -2.68 8.11 0.31
C: -2.96 9.37 0.91
H: -2.06 4.05 -0.03
H: -3.69 4.34 0.71
H: -2.31 4.53 1.68
H: -2.37 9.40 1.82
H: -4.04 9.44 1.06
H: -2.61 10.13 0.22

Mulliken population analysis, charges in e, atoms 1 to 2: number 1, C, carries 2.1991; number 2, Br, carries -0.0728

=====

Here is a cluster of 2 separate species, C6H9ClNO in total from the Open Molecules 2025 dataset. Energies are from ωB97M-V with the def2-TZVPD basis set.

Calculated values
Energy relative to the best compared isomer or geometry (same formula, charge and spin), kJ/mol: 364.74
Charge: +1

Cartesian coordinates (Å):
C: 2.65 0.11 1.24
C: 2.75 -1.29 1.58
C: 1.47 0.42 0.52
C: 2.20 -2.39 1.25
C: 0.43 -0.40 0.16
C: -0.79 -0.02 -0.39
N: -3.25 1.53 -1.78
O: -1.09 1.18 -0.53
Cl: -1.98 -1.28 -0.92
H: 3.35 0.82 1.58
H: 3.54 -1.44 2.19
H: 1.40 1.38 0.17
H: 1.78 -3.38 1.21
H: 0.42 -1.36 0.53
H: -2.43 1.49 -1.16
H: -3.83 0.69 -1.64
H: -3.68 2.27 -1.31
H: -2.97 1.65 -2.70

Mulliken population analysis, charges in e, atoms 1 to 2: number 1, C, carries -0.6533; number 2, C, carries -0.0018

=====

Here is the ion HNO2PS with charge -1 from the Open Molecules 2025 dataset. Energies are from ωB97M-V with the def2-TZVPD basis set.

Calculated values
Energy relative to the best compared isomer or geometry (same formula, charge and spin), kJ/mol: 129.74
Charge: -1
Structure (SMILES): [O-][S@@]12=N[P@@H]=1O2

Cartesian coordinates (Å):
O: 1.37 -1.66 -0.05
S: 1.19 -0.21 0.01
N: 0.21 0.36 -1.11
P: -0.90 1.04 -0.01
O: -0.01 0.52 1.33
H: -1.86 -0.06 -0.17

Mulliken population analysis, charges in e, atoms 1 to 2: number 1, O, carries -0.5507; number 2, S, carries 0.4210

=====

Here is the molecule C2H3NOS from the Open Molecules 2025 dataset. Energies are from ωB97M-V with the def2-TZVPD basis set.

Calculated values
Energy relative to the best compared isomer or geometry (same formula, charge and spin), kJ/mol: 125.73
Structure (SMILES): NC(=O)C=S

Cartesian coordinates (Å):
N: 1.18 1.29 0.04
C: 1.05 -0.01 0.01
O: 1.88 -0.96 -0.09
C: -0.41 -0.66 0.20
S: -1.80 0.07 -0.07
H: 0.13 1.56 0.39
H: 2.01 1.68 -0.28
H: -0.41 -1.76 0.21

Mulliken population analysis, charges in e, atoms 1 to 2: number 1, N, carries -0.3807; number 2, C, carries 0.6778